No. 1
ORCA calculation (ωB97M-V with the def2-TZVPD basis set) on a molecular structure, C34H38BiN7O3PS.

net charge	+3

```
85
C34H38BiN7O3PS (ωB97M-V with the def2-TZVPD basis set)
Bi -0.3210 0.0193 -0.0266
S 0.2613 3.2483 -1.6004
P 1.9183 0.1099 -2.0025
O 2.3263 -1.3858 -1.6227
O 3.3516 0.7788 -2.1211
O 1.2944 0.1255 -3.4634
N -0.7369 1.4331 1.9987
N -0.8000 -2.2656 -1.0515
N -2.5344 3.3599 -2.4740
N 1.8851 -0.0816 1.2650
N -2.8645 0.3557 -0.4748
N -0.1486 -1.9392 1.6693
N -0.9614 2.0636 -1.3414
C -5.1160 -0.4534 -0.4063
C -2.1218 4.6750 -4.4811
C -0.7603 -2.4734 -2.3742
C -0.9353 -3.7237 -2.9341
C 2.7315 0.9449 1.3947
C 2.0092 -0.1797 -4.6934
C -3.7754 -0.5253 -0.0662
C -0.6400 2.9363 4.3218
C -1.1658 -4.5936 -0.7170
C -1.6384 4.0285 -3.3592
C 3.5680 2.1171 -2.6224
C -1.1421 -4.8031 -2.0884
C -1.1190 0.8892 3.1675
C -0.9983 -3.3082 -0.2328
C -1.2279 5.2969 -5.3437
C 3.4166 -1.4621 2.4531
C 0.1362 5.2407 -5.0998
C -2.1796 2.3159 -1.7085
C 2.2234 -1.2705 1.7792
C 0.6171 4.5636 -3.9860
C -5.5216 0.5750 -1.2338
C -0.2788 3.9761 -3.1077
C 3.4560 -2.1257 -2.1621
C -1.0763 1.6216 4.3439
C 1.2518 -2.3984 1.5499
C -1.0605 -3.0201 1.2463
C -0.4586 -1.5696 3.0773
C -4.5747 1.4875 -1.6836
C -1.5886 -0.5415 3.1782
C -3.2583 1.3589 -1.2777
C 3.9469 0.8337 2.0410
C -0.3255 2.7100 1.9790
C 4.2948 -0.3955 2.5820
C -0.2619 3.4959 3.1108
H 4.5995 1.6909 2.1224
H -1.2775 -5.7987 -2.4899
H 4.3041 -1.4639 -2.3140
H -1.3142 -5.4183 -0.0328
H 1.3994 -2.7912 0.5400
H -1.3987 1.1639 5.2694
H -0.6077 3.5186 5.2330
H -3.4212 -1.3359 0.5577
H 1.8607 -1.2305 -4.9324
H -1.6039 5.8222 -6.2104
H -2.1467 -0.7124 4.0980
H -0.0621 3.1248 1.0140
H 3.4275 2.8357 -1.8178
H 3.7094 -2.8883 -1.4319
H 4.5939 2.1516 -2.9757
H 5.2347 -0.5216 3.1027
H 1.5788 0.4427 -5.4712
H 3.6518 -2.4309 2.8730
H 0.4465 -1.1719 3.5359
H -0.7209 -2.4784 3.6265
H -3.1861 4.7034 -4.6816
H -4.8976 2.2712 -2.3530
H 0.8280 5.7283 -5.7722
H -6.5549 0.6705 -1.5390
H -2.3073 -0.6948 2.3668
H 1.6806 4.5304 -3.7863
H 2.8830 2.3310 -3.4431
H -2.0760 -2.7258 1.5225
H 1.4450 -3.2162 2.2523
H -5.8114 -1.1921 -0.0340
H 2.4195 1.8902 0.9627
H -3.5117 3.5093 -2.6585
H 3.0710 0.0324 -4.5854
H 3.1631 -2.5967 -3.0983
H -0.8463 -3.9351 1.8089
H -0.5823 -1.6038 -2.9966
H 0.0654 4.5231 3.0371
H -0.9061 -3.8461 -4.0074
```



No. 2
ORCA calculation (ωB97M-V with the def2-TZVPD basis set) on a molecular structure, C34H38Cl4N5O9RbS3.

net charge	-2

```
94
C34H38Cl4N5O9RbS3 (ωB97M-V with the def2-TZVPD basis set)
Rb 0.2003 2.3611 -0.7585
Cl -2.4165 4.3939 -1.1434
Cl -0.6696 2.9127 4.2955
Cl -1.6973 1.6558 1.8451
Cl -3.3830 5.3125 1.4718
S -7.4604 -4.1251 -4.5000
S 5.2582 -1.8138 2.2529
S 1.6615 5.1854 0.2505
O -6.1926 -3.9701 -5.1836
O 2.2785 0.7918 -2.2489
O 0.7808 4.3718 1.1040
O 1.9521 6.4924 0.8012
O 0.0781 -2.2979 1.0755
O -7.4900 -5.1723 -3.4887
O 0.1208 0.4264 -2.6879
O 1.2219 5.1641 -1.1417
O -8.6250 -4.0789 -5.3633
N 1.7500 1.0365 1.6483
N -2.8335 0.7702 -1.0618
N -6.4796 -2.0355 -3.0816
N -8.8358 -2.2584 -3.0980
N 3.3162 -5.9394 1.9412
C -2.8963 -0.1673 -2.0107
C 2.5201 1.0986 2.7327
C 4.6903 2.6691 -0.7330
C 6.5843 1.6373 0.5686
C 3.1899 4.2504 0.2663
C -8.9131 -1.2010 -2.3044
C -6.5665 -0.9767 -2.2807
C 1.3150 0.6219 -3.0363
C 2.0965 0.1556 0.7114
C -0.9448 -2.1503 2.0363
C -2.0692 5.4049 0.2675
C -0.4187 -2.7914 -0.1615
C 4.4452 -3.3770 2.0991
C -4.0814 -0.7555 -2.4320
C -5.2216 0.6693 -0.9129
C 5.0232 3.3627 1.5332
C -7.6064 -2.6298 -3.4603
C 3.1926 -0.6895 0.8101
C -3.9903 1.1846 -0.5461
C 5.2434 -4.5177 2.0768
C 2.5666 -4.8383 1.9433
C 0.6955 -2.7679 -1.1811
C -0.3341 -1.6195 3.3146
C 3.9161 4.1868 1.4506
C 3.0674 -3.5483 2.0295
C 3.5868 3.5100 -0.8334
C -2.0971 2.3078 3.4321
C 1.5964 0.7049 -4.5367
C -5.2815 -0.3420 -1.8677
C 3.5925 0.2527 2.9657
C 5.4159 2.5787 0.4458
C 4.6334 -5.7575 2.0070
C -7.8038 -0.5057 -1.8583
C 3.9227 -0.6711 1.9820
H 0.7411 0.3560 -5.1109
H 5.5829 3.3025 2.4616
H 2.3884 -2.7079 2.0065
H -2.0029 6.4355 -0.0564
H -1.7088 -1.4572 1.6609
H -6.1109 1.0571 -0.4350
H 6.3231 -4.4418 2.1061
H -1.2526 -2.1634 -0.4978
H -3.9320 1.9650 0.2035
H 0.4190 -2.3115 3.6981
H -4.0833 -1.5306 -3.1861
H 1.4946 -4.9852 1.8682
H 0.9703 -1.7399 -1.4202
H -0.8066 -3.8091 -0.0126
H 2.4870 0.1270 -4.7866
H -7.9130 0.3587 -1.2202
H 4.1488 0.3046 3.8921
H 0.3692 -3.2449 -2.1061
H -1.1492 5.0605 0.7331
H -1.4370 -3.1189 2.2106
H 5.2427 -6.6556 1.9938
H 1.8025 1.7461 -4.7956
H -1.1025 -1.4946 4.0804
H -9.9124 -0.8918 -2.0097
H 1.5654 -3.3067 -0.7976
H 7.4818 2.1585 0.9095
H 1.5013 0.1024 -0.1882
H -2.5340 1.5145 4.0268
H 6.3741 0.8439 1.2904
H 4.9556 2.0512 -1.5827
H 3.0205 3.5594 -1.7530
H 3.5899 4.7718 2.3015
H -2.7801 3.1374 3.2966
H 2.2370 1.8415 3.4715
H 6.8068 1.1616 -0.3864
H -1.9417 -0.4487 -2.4428
H 0.1391 -0.6539 3.1327
H 3.4216 -1.3656 -0.0023
```



Number 1: M 864.745 Da, Kohn-Sham gap 7.033 eV. Number 2: M 984.185 Da, Kohn-Sham gap 7.131 eV.